No. 1
C26H46AuClO2P | ωB97M-V/def2-TZVPD

Structure (XYZ):
```
77
Properties=species:S:1:pos:R:3:forces:R:3:lowdin_charge:R:1
H -0.763106 -3.253713 2.274573 0.23 0.40 0.11 0.079
C 0.262520 1.770639 1.868902 -0.07 -0.05 -0.18 -0.204
C 0.993241 2.640509 -0.395915 -0.11 0.12 0.06 -0.209
C 0.310290 0.913608 -4.568786 -0.35 -0.14 0.18 -0.200
C -0.258262 1.270927 -3.191786 0.02 0.33 0.14 -0.200
H 2.657163 -5.053359 3.291809 -0.35 0.27 -0.25 0.108
C 0.672294 1.378769 0.436287 0.00 -0.25 -0.21 -0.384
C -2.213056 0.948253 -0.424282 -0.08 0.19 -0.04 -0.464
H 1.843026 -1.210100 -1.177249 -0.34 -0.31 0.55 -0.021
C 0.116170 0.168319 -2.183375 -0.25 -0.27 0.19 -0.464
H 2.049149 -2.792357 -0.107992 -0.42 0.24 -0.09 -0.006
H 1.807518 -1.480257 -3.753321 0.03 0.27 0.03 0.116
H 2.666492 4.286331 2.176086 0.06 0.03 0.08 0.102
H -4.943001 0.387446 1.627977 -0.08 0.13 -0.21 0.108
O -1.671218 -4.139262 0.273223 1.40 -1.00 -0.33 -0.252
C 2.209408 -1.874508 2.019241 -3.17 0.99 0.40 -0.147
H 0.067598 3.226435 -0.530075 0.35 -0.14 0.10 0.100
H 3.040878 3.016555 0.166839 -0.08 -0.07 0.09 0.114
H 3.267534 -0.545800 -3.379420 -0.25 -0.04 -0.18 0.109
C 2.065060 -4.271830 2.773634 0.35 -0.14 -0.91 -0.213
H 0.143418 1.741776 -5.266736 0.02 -0.08 0.02 0.105
H -0.270440 0.059713 -4.942921 0.14 0.04 -0.01 0.119
C 0.865512 -3.857871 3.583596 -0.34 0.84 0.26 -0.205
C 2.067618 3.514492 0.265158 0.00 -0.17 -0.20 -0.198
C 1.393159 -2.229351 -0.772088 -0.21 -1.41 -1.10 -0.112
H 1.600915 0.777746 0.529796 -0.35 0.15 -0.07 0.105
H -1.353296 1.349910 -3.264685 0.20 -0.12 0.06 0.108
H -0.387084 -0.730519 -2.593424 0.23 0.24 0.27 0.038
H -5.818901 2.270297 0.150973 0.00 0.12 -0.01 0.101
H 0.092058 2.259002 -2.866770 0.04 -0.16 -0.17 0.091
O 0.544819 -4.662386 0.143765 -1.58 -0.86 -0.26 -0.118
H 0.991232 4.571814 1.795520 -0.13 -0.05 -0.03 0.109
P -0.531356 0.206357 -0.444292 0.13 0.10 -0.53 1.017
C 2.962357 -3.036950 2.533691 0.33 -0.88 0.64 -0.225
C 2.170719 -0.479127 -3.460375 0.05 -0.40 0.66 -0.196
Cl -2.550258 -2.034145 -2.130654 -1.10 0.08 -0.91 -0.192
C -2.396514 2.463119 -0.594639 -0.37 0.13 0.01 -0.207
C 0.008940 -2.759841 2.891793 -0.13 -0.69 0.32 -0.196
H 1.691579 -4.648633 1.804937 0.48 0.01 0.41 0.083
H -0.977649 -5.979015 -0.195332 0.10 0.13 0.18 0.112
C -4.757281 2.177518 0.394985 0.02 0.04 0.18 -0.213
H 2.150593 4.444214 -0.304487 0.06 0.04 0.04 0.105
C 1.390404 2.583814 2.528874 -0.21 -0.27 0.05 -0.196
C -0.670051 -4.942177 0.074947 0.02 0.66 0.32 -0.536
H -4.593340 2.763082 1.306279 0.03 0.06 0.02 0.106
H 2.182327 0.672402 -1.604685 -0.10 -0.42 -0.12 0.097
C -4.443518 0.715059 0.706704 0.32 -0.11 -0.14 -0.203
H 1.345884 2.378125 -1.402481 -0.18 0.08 0.45 0.077
H -0.513067 -2.167874 3.681631 0.13 -0.40 -0.46 0.113
H 2.090565 0.178186 -5.497902 0.09 -0.10 -0.32 0.097
H -4.788365 0.065223 -0.110022 -0.04 0.11 0.13 0.116
H -4.256121 2.366945 -1.699736 0.11 0.06 0.19 0.115
C 0.825599 -1.802210 2.086446 2.73 0.64 0.54 -0.166
H -2.537285 1.020332 1.720768 -0.12 -0.24 -0.15 0.107
C 1.786046 3.821894 1.729893 -0.10 0.06 -0.03 -0.213
H 2.261633 1.929718 2.657717 -0.05 0.01 -0.06 0.114
C -3.908473 2.773241 -0.736192 0.24 -0.11 -0.15 -0.195
Au -0.888129 -2.160862 -0.373208 1.41 0.70 0.61 0.572
H -1.860669 2.850972 -1.475504 -0.19 -0.20 0.22 0.093
H 2.386892 1.452803 -4.368394 0.00 0.23 0.14 0.105
H 2.801925 -1.111062 1.502974 -0.41 -0.12 0.06 0.091
H -1.992626 3.003226 0.275975 -0.13 -0.13 -0.12 0.097
H -2.717130 0.461939 -1.277656 0.27 -0.09 0.17 0.056
H 0.245918 -0.980275 1.630510 0.86 -0.65 0.50 0.010
H 0.219816 -4.700469 3.856845 0.20 0.10 0.05 0.107
H 0.047166 0.862886 2.456009 0.10 0.39 -0.11 0.098
H 1.074208 2.879164 3.531396 0.04 0.02 0.06 0.105
H -2.799010 -0.608958 1.009624 0.23 0.34 -0.05 0.084
H 1.279976 -3.393426 4.475977 -0.18 -0.12 0.61 0.097
C 1.787682 0.555319 -4.526616 0.26 -0.02 0.03 -0.211
H 1.243881 -2.765432 -1.736122 0.07 0.07 0.52 0.022
H 3.487742 -2.822181 3.489686 -0.14 0.17 -0.35 0.107
H -4.054618 3.861677 -0.777414 -0.04 -0.18 -0.01 0.102
C -2.937288 0.470921 0.848885 -0.34 0.06 -0.01 -0.232
H 3.749587 -3.251033 1.809038 0.13 -0.29 -0.02 0.101
C 1.600425 -0.130060 -2.088744 0.26 2.15 -1.89 -0.241
H -0.667824 2.364365 1.840318 0.30 -0.10 0.04 0.098
```
Positions in Å, forces in eV/Å.

Output
Multiplicity = 3
ΔE to the lowest compared entry with this formula, charge and spin = 0.0 kcal per mole
Total charge = -1
HOMO-LUMO gap (spin up / spin down) = 5.87 / 6.67 eV
⟨S²⟩ = 2.02


No. 2
C5H17NO2 | ωB97M-V/def2-TZVPD

Structure (XYZ):
```
25
Properties=species:S:1:pos:R:3:forces:R:3:lowdin_charge:R:1
C -0.119184 0.593811 -0.848806 1.60 0.25 -0.36 -0.285
H 2.777223 0.291050 2.015872 -0.15 -0.05 0.22 0.063
H 0.600193 -0.764366 1.299175 0.06 -0.29 -0.53 0.100
H -1.413517 0.216703 -2.623566 0.33 0.32 0.28 0.078
H 1.047843 -2.510186 -0.928264 -0.14 0.02 -0.51 0.074
H 0.212597 -1.726909 -2.309852 -0.28 -0.21 0.13 0.078
H 0.412151 1.500699 -0.514592 -0.55 -0.12 0.11 0.107
H -0.351305 0.943757 1.856959 -4.47 1.46 -0.25 0.373
H -2.184573 -0.002738 1.460591 -0.10 -2.05 -0.94 -0.034
H 0.152005 0.994450 -2.979271 0.26 -0.02 -0.07 0.071
H 2.085174 -1.563183 0.597754 -1.00 1.21 -0.27 0.131
H -0.609310 -2.016767 -0.675394 0.28 0.56 -0.48 0.087
O -2.186441 -1.007150 1.137613 -0.17 1.29 0.80 -0.161
H -2.824353 -1.442298 1.711000 0.02 -0.14 -0.07 0.015
H -1.070354 1.913111 -2.083253 -0.24 -0.34 -0.66 0.077
C 2.249724 0.576949 1.112235 -1.28 0.14 -0.70 -0.094
H 2.987084 0.946933 0.402884 -0.01 0.01 -0.15 0.070
O -1.908506 1.453534 1.619137 3.77 -0.78 -0.13 -0.216
C 1.422903 -0.631985 0.531617 1.42 0.33 1.67 -0.300
N 0.926075 -0.441832 -0.804245 -1.15 -1.34 0.02 -0.213
H -0.937415 0.331489 -0.178251 -0.11 0.08 0.07 0.065
H -2.486800 1.743036 2.341432 0.92 0.02 0.67 0.021
C -0.642013 0.911516 -2.248311 -0.61 0.30 0.66 -0.080
H 1.539504 1.431809 1.333109 0.85 -0.67 -0.04 0.055
C 0.321295 -1.741434 -1.225572 0.73 0.02 0.54 -0.084
```
Positions in Å, forces in eV/Å.

Output
Multiplicity = 1
ΔE to the lowest compared entry with this formula, charge and spin = 116.4 kcal per mole
Total charge = 0
HOMO-LUMO gap = 6.97 eV


No. 3
C5H24N2O7 | ωB97M-V/def2-TZVPD

Structure (XYZ):
```
38
Properties=species:S:1:pos:R:3:forces:R:3:lowdin_charge:R:1
O 2.513799 3.840145 0.655621 -0.59 -1.16 -0.92 -0.089
O 1.487474 -1.409568 2.393443 -0.45 0.88 -0.22 -0.059
C -2.812405 -1.220592 1.473618 4.16 -0.28 2.99 -0.030
N -0.726125 -1.183376 0.069118 0.87 1.38 -1.16 -0.113
H -1.634624 -1.317512 -4.196422 -1.01 -0.81 -0.52 0.031
H 2.477917 -0.509093 -0.326494 1.97 0.81 -0.33 0.044
H 3.640501 0.462471 -0.959719 -0.88 -1.67 1.44 0.045
H 1.736130 -0.556220 1.984383 0.13 -1.07 -0.02 0.005
N -0.751174 1.695641 0.056678 -0.06 1.06 -3.46 0.020
H -0.622906 -2.922993 1.058167 0.13 -0.76 0.19 0.068
H 3.061066 0.402166 -3.381454 -0.27 -2.11 1.88 0.108
H 2.122082 3.261754 -0.063164 0.81 0.93 1.48 0.044
C -1.805777 1.002557 0.661438 -1.33 -2.63 1.95 -0.157
O 0.802292 1.775612 2.276603 2.80 -1.14 -0.69 -0.042
C -0.775885 1.833863 -1.313418 1.05 -1.77 -0.35 -0.308
H -0.878859 -0.336003 -3.555417 -0.21 4.08 2.78 -0.065
H -3.010395 -1.038745 2.536799 -0.02 0.32 0.01 0.076
C -0.772930 -2.630698 0.029642 -1.37 0.53 -1.04 -0.118
H 1.530968 1.096259 2.449032 -1.61 1.59 -0.11 0.085
H 2.601809 3.266572 1.440083 -0.23 0.27 -0.63 0.023
O 3.418966 -0.167618 -0.205796 -1.14 0.81 -0.46 -0.126
H -2.215976 1.534181 1.563357 0.26 -0.37 -0.94 0.144
H -0.818808 -0.616804 2.020098 -0.28 0.98 0.23 0.089
H 0.190238 2.154831 -1.948306 -1.82 0.14 1.92 0.172
H 0.526367 -1.422033 2.211872 0.85 -0.25 0.09 -0.004
H 0.009583 -3.041768 -0.626767 -0.27 0.21 0.37 0.088
H -2.623882 0.715658 -0.056634 0.88 1.27 0.57 0.132
O -0.738805 -1.062070 -4.057188 1.20 -3.17 -2.16 0.000
H -3.609482 -0.845752 0.985810 -2.66 0.75 -2.19 0.024
O -1.679699 1.278288 -1.917131 0.17 0.57 -1.15 -0.031
H -0.086473 2.177708 0.575178 1.22 0.65 1.19 0.062
H -2.662419 -2.307082 1.488064 -0.41 0.38 -0.64 0.062
C -1.415764 -0.469463 1.109661 -2.31 -1.51 0.20 -0.349
O 2.958109 -0.448323 -2.793741 0.31 3.19 -2.12 -0.091
H 2.830530 -1.059220 -3.510546 -0.23 -1.02 -0.31 0.028
H -0.673384 -0.635339 -0.793221 -0.18 -0.97 0.27 0.095
H 0.210311 1.698263 2.995633 -0.91 -0.20 1.37 0.039
H -1.802361 -2.995693 -0.328882 1.43 0.09 0.49 0.098
```
Positions in Å, forces in eV/Å.

Output
Multiplicity = 1
ΔE to the lowest compared entry with this formula, charge and spin = 90.4 kcal per mole
Structure (SMILES) = CN[C@H](C)CNC=O.O.O.O.O.O.O
Total charge = 0
HOMO-LUMO gap = 8.64 eV


No. 4
C3H6O | ωB97M-V/def2-TZVPD

Structure (XYZ):
```
10
Properties=species:S:1:pos:R:3:forces:R:3:lowdin_charge:R:1
C -0.174444 -0.000550 -0.001355 0.83 0.76 -2.09 -0.340
H -1.633940 -1.354681 -0.324422 -0.98 -1.11 0.44 0.103
H 1.895911 -0.085106 0.633203 -0.26 -0.05 -0.30 0.075
H 0.556000 -0.977144 -2.369062 -0.22 0.13 0.52 0.069
H 1.431537 0.949090 -0.828229 0.17 -0.07 1.70 0.085
C 1.146877 0.592321 0.215923 -0.30 1.68 -0.06 -0.080
O -1.386037 0.657551 -0.158246 1.03 1.32 -0.40 -0.001
H 1.009241 1.464697 0.950495 0.46 -0.85 -1.07 0.107
H -1.494102 -0.614235 1.477688 -0.86 -0.74 0.02 0.122
C -1.351039 -0.631947 0.404005 0.13 -1.06 1.23 -0.139
```
Positions in Å, forces in eV/Å.

Output
Multiplicity = 1
ΔE to the lowest compared entry with this formula, charge and spin = 147.1 kcal per mole
Total charge = 0
HOMO-LUMO gap (spin up / spin down) = 10.99 / 6.94 eV


No. 5
C2H5OPS | ωB97M-V/def2-TZVPD

Structure (XYZ):
```
10
Properties=species:S:1:pos:R:3:forces:R:3:lowdin_charge:R:1
H -1.328294 1.140340 0.719464 0.91 -1.75 -0.19 0.092
O -2.092436 -0.589640 0.180004 -2.78 0.32 1.09 -0.072
H 1.768065 1.517550 0.555450 -0.32 -2.08 -0.96 0.063
C 1.642812 0.476581 0.043774 -0.99 3.43 -1.46 -0.386
H 2.335944 0.300066 -0.752348 0.46 -0.35 -0.05 -0.007
C -1.020525 0.148985 0.210771 2.58 4.30 0.25 -0.977
H -1.917221 -1.350844 -0.298648 0.29 -2.60 -1.60 0.048
S -0.412262 0.880506 -1.495826 1.24 -0.84 1.72 0.492
P 0.606136 -0.639188 0.858749 -1.99 -2.19 0.54 0.757
H 0.417781 -1.884355 -0.021389 0.58 1.74 0.67 -0.010
```
Positions in Å, forces in eV/Å.

Output
Multiplicity = 1
ΔE to the lowest compared entry with this formula, charge and spin = 84.8 kcal per mole
Total charge = 0
HOMO-LUMO gap (spin up / spin down) = 7.27 / 6.69 eV